No. 1
Density functional theory data (ωB97M-V/def2-TZVPD) for a cluster of 14 separate species, C5H41N3O13 in total at a distorted geometry.

Element x y z (Å)
C (-0.911, -0.450, -0.336)
N (-1.091, 0.810, -1.096)
C (0.610, -0.559, 0.091)
C (0.714, -0.957, 1.591)
C (0.605, 0.257, 2.533)
N (1.282, -1.634, -0.641)
C (1.629, -1.301, -2.068)
N (2.881, -0.562, -2.135)
H (-1.597, -0.526, 0.497)
H (-1.197, -1.268, -0.996)
H (-0.897, 0.781, -2.093)
H (-2.094, 0.944, -1.172)
H (0.928, 0.472, -0.061)
H (1.634, -1.478, 1.767)
H (-0.220, -1.461, 1.835)
H (-0.132, 1.032, 2.384)
H (1.550, 0.812, 2.561)
H (0.419, -0.161, 3.528)
H (0.669, -2.441, -0.636)
H (0.748, -0.696, -2.293)
H (1.761, -2.263, -2.550)
H (2.715, 0.375, -1.782)
H (3.443, -0.892, -1.352)
H (1.897, 0.303, -3.944)
H (1.186, 1.445, -4.698)
O (1.986, 0.914, -4.684)
H (-4.740, 2.128, -1.980)
H (-4.118, 1.062, -3.053)
O (-3.967, 1.696, -2.353)
H (1.917, 4.340, -2.408)
H (2.816, 4.417, -1.238)
O (1.992, 4.802, -1.565)
H (-3.009, 2.519, 0.443)
H (-3.793, 1.521, -0.530)
O (-3.730, 1.874, 0.363)
H (-0.372, -3.890, 1.307)
H (1.185, -3.880, 1.281)
O (0.425, -4.412, 1.532)
H (4.562, 1.396, 1.190)
H (2.988, 1.829, 0.983)
O (3.886, 1.833, 0.656)
H (4.866, -0.956, 2.296)
H (4.617, -0.986, 0.807)
O (5.094, -0.493, 1.484)
H (-5.499, 0.335, 0.906)
H (-4.580, 0.849, 2.065)
O (-5.153, 0.136, 1.774)
H (-0.654, 2.124, 0.366)
H (-0.429, 3.081, 1.545)
O (-1.107, 2.802, 0.899)
H (-2.406, -1.439, 3.102)
H (-3.516, -0.831, 2.225)
O (-2.986, -1.632, 2.358)
H (-1.978, -2.305, 1.233)
H (-2.693, -3.358, 0.468)
O (-1.789, -3.059, 0.620)
H (1.240, 3.796, 1.072)
H (1.134, 4.497, 2.447)
O (1.203, 3.638, 2.023)
H (-0.068, -4.726, -0.514)
H (-1.040, -4.202, -1.484)
O (-0.247, -4.753, -1.466)

Cartesian forces, eV/Å:
C 1.3 0.2 -1.5
N -1.2 0.4 0.3
C -1.9 -1.5 0.9
C -1.7 2.5 -0.6
C 1.3 -0.3 0.7
N 1.2 0.4 -0.6
C -0.2 -0.3 2.7
N -0.4 0.6 0.5
H -0.1 0.7 0.2
H 0.3 -0.4 0.2
H 0.8 -0.6 0.1
H 0.0 0.5 0.4
H 1.1 -0.3 -0.3
H 0.1 -0.6 0.2
H 0.6 -1.1 -0.1
H -0.6 -0.3 -0.6
H 0.0 -0.1 0.2
H 0.2 0.3 0.2
H -0.1 -0.1 0.0
H 0.4 0.0 -1.6
H -0.5 0.2 -0.5
H -0.1 0.4 -0.4
H 0.2 -0.6 -0.4
H 0.2 0.0 -0.1
H -0.1 -0.1 0.0
O -0.1 0.1 -0.1
H -0.5 -0.2 -0.7
H -0.8 0.1 -0.1
O 1.0 0.2 0.4
H -0.3 0.2 -0.1
H 0.0 0.2 0.2
O 0.4 -0.5 0.0
H 0.2 -0.3 -0.3
H 0.5 0.3 0.0
O -0.4 0.2 0.6
H 0.2 -0.1 0.2
H 0.0 0.1 0.0
O -0.1 -0.1 -0.2
H -0.9 -0.3 0.3
H 0.3 -0.4 0.8
O 0.3 0.8 -1.4
H 0.1 0.0 0.1
H 0.0 0.1 -0.1
O 0.0 -0.3 0.2
H 0.3 0.5 0.0
H -0.2 0.6 -0.7
O -0.2 -1.1 1.0
H -0.5 0.1 -0.4
H -0.5 0.0 -0.1
O 0.4 0.0 0.3
H -0.1 0.0 0.2
H -0.4 -0.2 -0.2
O 0.2 0.4 0.5
H -0.1 -0.6 -0.3
H 0.1 -0.4 0.0
O -0.2 0.2 -0.1
H 0.2 0.4 0.0
H 0.1 0.2 -0.1
O 0.1 -0.3 0.1
H 0.4 -0.4 0.1
H 0.0 -0.1 -0.3
O -0.3 0.5 0.3

Calculated values
- LUMO level: -0.21 eV
- Total charge: 0
- HOMO-LUMO gap: 8.9 eV
- Total energy: -36937.4693 eV
- Highest occupied orbital energy: -9.120 eV
- Relative energy (zero: lowest compared OMol25 entry of this formula, charge and spin): 95.7 kcal/mol
- Max |F|: 3.1 eV Å⁻¹


No. 2
Density functional theory data (ωB97M-V/def2-TZVPD) for a cluster of 15 separate species, C5H43N2O14 in total at a distorted geometry.

Element x y z (Å)
C (-1.120, -2.866, 2.726)
C (0.331, -2.372, 3.003)
C (1.490, -2.783, 1.965)
C (2.184, -1.651, 1.214)
C (1.149, -0.626, 0.748)
N (1.891, 0.695, 0.632)
N (-1.899, -1.711, 2.293)
H (-0.942, -3.524, 1.854)
H (-1.550, -3.386, 3.562)
H (0.439, -1.312, 3.293)
H (0.641, -2.987, 3.861)
H (0.942, -3.462, 1.316)
H (2.175, -3.449, 2.523)
H (2.832, -1.035, 1.905)
H (2.709, -2.066, 0.362)
H (0.721, -0.876, -0.219)
H (0.353, -0.368, 1.451)
H (1.985, 1.169, 1.532)
H (2.793, 0.659, 0.142)
H (1.422, 1.308, -0.078)
H (-2.821, -1.967, 1.917)
H (-1.401, -1.230, 1.541)
H (-0.359, -1.932, -1.279)
H (-0.337, -1.784, -2.737)
O (0.279, -1.889, -1.999)
H (0.072, 0.580, -5.675)
H (-0.379, 1.306, -4.328)
O (0.375, 0.883, -4.809)
H (-4.504, 1.626, 0.664)
H (-4.651, 0.101, 0.523)
O (-4.821, 0.936, 0.074)
H (-2.316, -4.579, 0.487)
H (-3.798, -4.327, -0.050)
O (-3.118, -4.056, 0.570)
H (2.734, -0.282, -2.030)
H (4.243, -0.318, -1.612)
O (3.367, -0.055, -1.317)
H (-1.307, 1.905, 3.416)
H (-0.087, 2.490, 2.702)
O (-1.045, 2.410, 2.642)
H (-2.988, -1.205, -0.182)
H (-2.227, -2.602, -0.270)
O (-2.235, -1.672, -0.548)
H (-2.200, 1.995, -4.893)
H (-2.681, 1.998, -3.435)
O (-1.859, 2.113, -3.999)
H (-4.650, 0.997, -3.021)
H (-4.738, 2.320, -2.236)
O (-4.151, 1.780, -2.782)
H (1.839, 3.388, 2.819)
H (1.917, 2.163, 3.750)
O (1.714, 2.420, 2.836)
H (-1.199, 2.697, 0.401)
H (-0.760, 2.925, -0.992)
O (-0.386, 2.669, -0.137)
H (1.848, 5.778, 2.501)
H (0.477, 4.979, 2.305)
O (1.099, 5.351, 2.935)
H (2.111, -1.548, -3.657)
H (1.843, -0.100, -4.220)
O (2.456, -0.657, -3.716)
H (5.204, 2.044, -1.378)
H (5.257, 1.545, -2.872)
O (5.637, 1.451, -1.992)

Cartesian forces, eV/Å:
C 1.6 1.5 -2.0
C 1.6 -1.3 1.0
C -1.5 -0.3 1.2
C -1.0 0.5 1.4
C 1.0 0.9 -0.3
N -0.8 0.9 -1.7
N -0.8 0.4 0.2
H -0.5 -0.6 0.5
H -0.3 -0.1 0.2
H -0.5 -0.4 0.0
H -0.1 0.6 0.2
H 0.4 0.0 -0.7
H 0.0 0.6 -0.5
H -0.1 -1.2 -0.6
H 0.4 0.3 0.0
H 0.2 0.3 0.1
H 0.2 -0.5 0.0
H -0.3 0.3 -0.1
H 0.4 -1.2 0.0
H -0.4 -0.2 1.3
H 0.7 -0.1 0.4
H -0.4 -0.4 0.4
H -0.1 0.0 0.2
H 0.3 0.1 -0.2
O -0.4 -0.2 -0.2
H -0.1 0.2 0.3
H 0.3 -0.3 -0.5
O 0.1 -0.1 0.1
H 0.0 -0.1 0.2
H -0.2 0.3 0.2
O 0.1 -0.2 -0.2
H -0.4 -0.5 -0.2
H 0.2 -0.5 -0.2
O 0.1 0.6 0.4
H 0.4 0.0 -0.4
H 0.1 0.2 -0.2
O -0.2 -0.1 0.5
H -0.1 0.0 0.0
H 0.2 -0.1 0.1
O -0.5 0.0 -0.2
H 0.0 -0.3 0.0
H -0.9 0.4 0.4
O 0.9 0.2 -0.9
H 0.0 0.2 0.0
H 0.9 0.1 -0.5
O -0.8 -0.1 0.4
H -0.1 -0.1 0.1
H 0.2 -0.2 -0.1
O -0.4 0.3 0.2
H -0.1 0.0 0.1
H 0.0 0.1 -0.3
O 0.4 0.1 0.6
H 0.6 -0.3 0.4
H 0.5 0.0 -0.2
O -0.9 0.2 -0.2
H -0.5 0.0 -0.3
H 0.0 0.4 -0.5
O 0.4 -0.5 0.6
H -0.3 -0.1 -0.2
H -0.5 -0.1 0.0
O 0.6 0.1 0.1
H -0.3 0.2 -0.3
H -0.2 0.3 0.3
O 0.6 -0.5 -0.1

Calculated values
- LUMO level: -2.38 eV
- Total charge: +1
- HOMO-LUMO gap: 9.3 eV
- Total energy: -37522.9607 eV
- Highest occupied orbital energy: -11.633 eV
- Relative energy (zero: lowest compared OMol25 entry of this formula, charge and spin): 17.4 kcal/mol
- Max |F|: 3.0 eV Å⁻¹


No. 3
Density functional theory data (ωB97M-V/def2-TZVPD) for a structure of composition C5H4AsAuNOS5 at a distorted geometry.

Element x y z (Å)
Au (-0.322, 1.700, 1.155)
O (-0.994, -0.395, 0.109)
N (-0.067, -0.981, -0.578)
C (-0.381, -2.153, -1.185)
C (0.516, -2.861, -1.935)
C (1.810, -2.363, -2.087)
C (2.127, -1.176, -1.472)
C (1.195, -0.460, -0.704)
S (1.674, 1.021, 0.032)
H (-1.400, -2.465, -1.016)
H (0.205, -3.789, -2.393)
H (2.547, -2.894, -2.672)
H (3.112, -0.741, -1.553)
S (-0.801, 5.199, 3.466)
As (-2.055, 3.580, 2.919)
S (-1.126, 1.660, 3.413)
S (-2.069, 3.291, 0.749)
S (-3.972, 3.827, 3.752)

Cartesian forces, eV/Å:
Au -0.1 0.3 0.2
O 0.1 -0.3 -0.2
N 0.0 0.1 0.0
C -0.1 -0.2 -0.1
C 0.0 0.1 0.0
C 0.0 0.1 0.0
C -0.1 -0.1 0.0
C 0.1 -0.1 -0.1
S -0.5 0.1 0.3
H 0.0 0.1 0.0
H 0.0 0.0 0.0
H 0.0 0.0 0.0
H 0.0 0.0 0.0
S 0.1 -0.5 -0.3
As -0.8 2.7 1.9
S 0.2 -0.3 -1.5
S 0.8 -1.3 0.1
S 0.1 -0.5 -0.4

Calculated values
- LUMO level: 0.03 eV
- Total charge: -1
- HOMO-LUMO gap: 4.0 eV
- Total energy: -127495.4192 eV
- Highest occupied orbital energy: -3.981 eV
- Relative energy (zero: lowest compared OMol25 entry of this formula, charge and spin): 40.4 kcal/mol
- Max |F|: 3.4 eV Å⁻¹


- Look up the relative energy (zero: lowest compared OMol25 entry of this formula, charge and spin) of the first one.
  95.7 kcal/mol


- Among the records above, which one has the highest max |F|?
  C5H4AsAuNOS5